1.
Formula: C9H8Cl2FN4
Source: the OMol25 dataset
Level of theory: ωB97M-V/def2-TZVPD

Values from the calculation:
frontier orbital gap	0.3368	hartree
E	-43176.455	eV
net charge	+1
highest occupied orbital energy	-12.86	eV

```
24
C9H8Cl2FN4 (ωB97M-V/def2-TZVPD)
C 4.01 0.99 -1.01
C 3.90 -0.35 -1.05
C 3.18 1.85 -0.31
C 2.92 -0.94 -0.29
C 2.10 1.24 0.43
C 2.03 -0.14 0.42
C -0.09 -0.39 1.30
C -3.62 -1.05 -0.38
C -4.81 0.74 0.41
N -1.11 0.17 1.35
N -4.35 -1.45 -1.31
N -3.73 0.09 0.31
N 1.08 -0.87 1.10
F -2.45 -1.66 0.08
Cl -6.32 0.33 -0.33
Cl -4.86 2.16 1.31
H 4.61 1.63 -1.67
H 4.56 -1.05 -1.56
H 3.31 2.92 -0.36
H 2.86 -1.99 -0.25
H 1.48 1.76 1.21
H -4.00 -2.16 -1.84
H -2.05 -0.03 0.97
H 1.36 -1.78 1.48
```


2.
Formula: C4H11N2O
Source: the OMol25 dataset
Level of theory: ωB97M-V/def2-TZVPD

Values from the calculation:
frontier orbital gap	0.2583	hartree
E	-9353.076	eV
net charge	-1
highest occupied orbital energy	-2.77	eV
ΔE to the lowest compared entry with this formula, charge and spin	136.5	kJ/mol

```
18
C4H11N2O (ωB97M-V/def2-TZVPD)
C -0.11 1.46 -2.13
O 0.72 1.49 -1.04
C -1.48 0.84 -1.79
H 0.34 0.93 -3.04
H -0.31 2.50 -2.48
H -2.13 0.89 -2.64
H -1.92 1.38 -0.94
H -1.36 -0.22 -1.51
C 0.41 -1.22 0.69
C 0.26 -0.82 1.99
N -0.85 -1.20 2.82
N 1.37 -0.75 -0.19
H -0.30 -1.95 0.27
H 1.00 -0.18 2.49
H -1.36 -0.39 3.13
H -0.56 -1.73 3.65
H 1.04 0.38 -0.64
H 1.67 -1.45 -0.83
```


3.
Formula: C5H13N2O
Source: the OMol25 dataset
Level of theory: ωB97M-V/def2-TZVPD

Values from the calculation:
frontier orbital gap	0.2217	hartree
E	-10418.947	eV
net charge	-1
highest occupied orbital energy	-2.39	eV
ΔE to the lowest compared entry with this formula, charge and spin	458.5	kJ/mol

```
21
C5H13N2O (ωB97M-V/def2-TZVPD)
C 2.33 0.62 -0.86
O 3.18 0.22 0.13
C 0.90 -0.05 -0.59
C 0.34 0.57 0.68
C -0.93 -0.07 1.27
C -2.09 -0.38 0.31
N -2.30 1.11 -0.59
N 1.08 -1.50 -0.47
H 2.20 1.71 -0.65
H 2.52 0.31 -1.89
H 0.05 0.04 -1.31
H 1.14 0.65 1.41
H 0.07 1.62 0.50
H -0.52 -1.02 1.66
H -1.32 0.33 2.21
H -2.70 -1.13 0.85
H -1.60 -0.91 -0.50
H -2.78 0.74 -1.42
H -2.91 0.56 0.25
H 1.59 -1.77 -1.30
H 1.74 -1.66 0.30
```


4.
Formula: C17H25AuN4OS2
Source: the OMol25 dataset
Level of theory: ωB97M-V/def2-TZVPD

Values from the calculation:
frontier orbital gap	0.2459	hartree
E	-51399.394	eV
highest occupied orbital energy	-6.81	eV
ΔE to the lowest compared entry with this formula, charge and spin	752.0	kJ/mol

```
50
C17H25AuN4OS2 (ωB97M-V/def2-TZVPD)
Au -0.76 -2.40 0.55
C -3.74 -1.36 1.42
C -2.69 -0.27 1.38
C -3.21 1.05 1.84
C -2.72 2.29 1.93
C -1.40 2.81 1.64
C -1.07 4.17 1.63
C 0.24 4.59 1.41
C 1.29 3.69 1.20
C 1.00 2.33 1.13
S 0.81 -0.50 2.71
C -0.32 2.00 1.37
N -1.53 -0.59 0.95
H -4.76 -0.96 1.36
H -3.64 -1.89 2.37
H -3.57 -2.07 0.62
H -4.24 0.96 2.15
H -3.43 3.04 2.29
H -1.85 4.91 1.79
H 0.45 5.65 1.40
H 2.30 4.08 1.10
C -1.38 0.96 -2.10
N -0.14 0.61 -2.78
C -0.39 -0.30 -3.89
C 0.74 -0.07 -1.83
S 0.19 0.40 1.04
N 1.91 0.52 -1.78
C 2.36 1.71 -2.50
C 2.91 -0.02 -0.87
H -2.09 1.35 -2.84
H -1.19 1.75 -1.37
H -1.84 0.11 -1.57
H -0.78 -1.28 -3.56
H 0.53 -0.46 -4.45
H -1.12 0.16 -4.56
H 1.52 2.13 -3.04
H 3.15 1.44 -3.20
H 2.75 2.44 -1.79
H 2.49 -0.89 -0.36
H 3.17 0.73 -0.12
H 3.80 -0.32 -1.42
C 2.00 -5.76 0.87
C 1.33 -4.42 1.00
N 1.91 -3.51 1.77
O 0.26 -4.22 0.39
H 3.07 -5.63 0.67
H 1.54 -6.32 0.07
H 1.89 -6.32 1.80
H 2.75 -3.73 2.28
H 1.50 -2.58 1.92
```


5.
Formula: C4H4LuO5
Source: the OMol25 dataset
Level of theory: ωB97M-V/def2-TZVPD

Values from the calculation:
frontier orbital gap (alpha / beta)	0.1965 / 0.2725	hartree
E	-48051.469	eV
net charge	+2
spin multiplicity	2
highest occupied orbital energy (alpha / beta)	-16.68 / -18.84	eV
ΔE to the lowest compared entry with this formula, charge and spin	0.0	kJ/mol

```
14
C4H4LuO5 (ωB97M-V/def2-TZVPD)
O -0.70 -0.77 -0.06
C -1.41 -1.93 -0.42
O -0.62 -2.64 -1.14
O -2.55 -2.10 -0.07
C -1.35 0.31 0.64
C -0.33 1.28 1.10
H -1.90 -0.15 1.48
H -2.08 0.77 -0.03
H -0.38 2.31 0.75
H 0.33 1.01 1.93
O 3.78 2.19 -0.95
O 2.76 0.11 -0.97
C 3.29 1.15 -1.03
Lu 1.13 -1.54 -1.23
```


6.
Formula: C27H34FLuNO2S
Source: the OMol25 dataset
Level of theory: ωB97M-V/def2-TZVPD

Values from the calculation:
frontier orbital gap	0.1742	hartree
E	-81275.600	eV
net charge	+3
highest occupied orbital energy	-17.19	eV
ΔE to the lowest compared entry with this formula, charge and spin	0.0	kJ/mol

```
67
C27H34FLuNO2S (ωB97M-V/def2-TZVPD)
C 0.98 -3.93 1.15
C 2.05 -4.35 1.84
C 3.32 -3.60 2.02
O 4.04 -3.81 2.92
O 3.65 -2.71 1.03
C 3.34 -1.36 1.37
C 4.35 -0.42 0.75
C 4.27 -0.31 -0.78
C 3.04 0.55 -1.19
C 2.02 -0.29 -1.97
C 0.84 0.52 -2.59
C -0.45 -0.07 -2.11
C -1.21 -0.86 -2.98
C -2.36 -1.47 -2.58
C -2.88 -1.36 -1.29
C -2.14 -0.56 -0.41
C -0.92 0.12 -0.81
C -0.07 1.04 0.12
C -0.84 2.25 0.68
C 0.08 3.47 0.87
C -0.06 4.42 -0.34
C 1.20 5.24 -0.63
C 2.45 4.37 -0.84
S -2.74 -0.35 1.27
C -4.27 -1.22 1.34
C -4.99 -1.15 2.52
F -4.47 -0.43 3.52
C -6.19 -1.81 2.68
C -6.65 -2.54 1.58
C -5.94 -2.59 0.39
C -4.72 -1.93 0.23
N -4.05 -2.07 -1.01
H 0.66 -2.88 1.12
H 0.41 -4.64 0.56
H 1.99 -5.33 2.31
H 3.37 -1.26 2.45
H 2.28 -1.11 1.05
H 5.35 -0.79 1.01
H 4.24 0.54 1.23
H 5.15 0.21 -1.14
H 4.16 -1.29 -1.22
H 2.64 0.96 -0.26
H 3.35 1.39 -1.81
H 2.54 -0.83 -2.74
H 1.62 -1.05 -1.29
H 0.93 1.59 -2.42
H 0.88 0.37 -3.66
H -0.88 -1.02 -3.99
H -2.89 -2.09 -3.30
H 0.82 1.41 -0.36
H 0.37 0.41 0.97
H -1.73 2.48 0.10
H -1.21 2.00 1.69
H -0.26 4.01 1.75
H 1.10 3.16 1.04
H -0.84 5.14 -0.09
H -0.37 3.86 -1.23
H 1.00 5.84 -1.51
H 1.32 5.93 0.20
H 2.99 4.63 -1.74
H 3.12 4.47 0.02
H 2.14 3.32 -0.86
H -6.74 -1.78 3.61
H -7.58 -3.08 1.69
H -6.35 -3.16 -0.43
H -3.91 -3.06 -1.21
Lu -0.37 -1.14 1.70
```